C23H44N2O15 | wB97M-V/def2-TZVPD

Structure (XYZ):
```
84
Properties=species:S:1:pos:R:3:forces:R:3:mulliken_charge:R:1
C 0.7996 4.5502 0.1715 -0.1 -0.4 0.1 -1.204
C -0.6144 3.9988 -0.0892 -0.1 0.3 0.2 0.565
C -1.5474 4.9850 -0.8009 0.0 0.0 -0.3 -0.900
C -2.6340 4.3153 -1.6593 0.0 0.2 0.3 -0.628
C -3.4441 3.2286 -0.9362 -0.2 0.1 -0.1 -0.600
C -3.9880 2.1055 -1.8296 0.1 -0.3 0.4 -0.965
C -2.9621 1.3563 -2.6564 -0.5 0.0 -0.3 -0.447
O -2.2520 0.4480 -1.7849 0.5 0.5 -0.2 -0.188
C -1.6021 -0.5592 -2.3816 0.0 0.1 0.3 0.424
O -1.9807 -1.1322 -3.3533 -0.2 -0.3 -0.5 -0.567
N -0.3858 -0.9276 -1.7143 -0.1 0.1 0.4 0.346
C 0.3462 0.1831 -1.0959 0.3 -0.1 0.3 -0.305
C 1.1548 0.9271 -2.1457 -0.3 -0.1 -0.2 -1.062
N -0.7257 -1.9188 -0.6937 -0.1 -0.4 -0.3 -0.811
C -0.6145 -3.0739 -1.1113 0.4 0.5 -0.3 0.829
O -0.4673 -4.1647 -1.4645 -0.2 -0.1 0.3 -0.419
H 1.0212 5.4167 -0.4524 0.0 0.0 0.0 0.329
H 1.5522 3.7831 -0.0257 0.0 0.1 0.0 0.248
H 0.9199 4.8290 1.2196 0.0 0.2 -0.1 0.299
H -1.0542 3.7367 0.8774 0.0 -0.2 -0.1 0.357
H -0.5685 3.0714 -0.6670 0.1 0.1 -0.1 -0.485
H -0.9408 5.6035 -1.4713 -0.1 0.0 0.0 0.420
H -2.0128 5.6783 -0.0929 0.1 -0.1 0.1 0.284
H -3.3338 5.1000 -1.9646 0.1 -0.1 -0.2 0.444
H -2.1580 3.9437 -2.5701 0.0 -0.1 0.1 0.264
H -4.3124 3.7200 -0.4853 0.1 -0.1 0.1 0.457
H -2.8941 2.7804 -0.1066 0.2 0.0 -0.1 0.268
H -4.4285 1.3485 -1.1708 -0.2 0.1 -0.1 0.321
H -4.8004 2.4562 -2.4710 0.2 0.1 -0.1 0.407
H -2.2281 2.0180 -3.1227 0.0 -0.1 0.1 0.255
H -3.4510 0.8017 -3.4587 0.1 -0.2 0.2 0.458
H 1.0183 -0.2768 -0.3701 0.0 0.0 -0.1 0.429
H -0.3183 0.8537 -0.5484 0.0 0.0 0.0 0.328
H 1.8854 1.5819 -1.6695 -0.1 0.1 0.0 0.242
H 0.4996 1.5232 -2.7891 0.1 0.1 0.0 0.188
H 1.6751 0.2180 -2.7917 0.1 0.0 0.1 0.442
C 5.3673 0.2214 -0.1521 0.0 -0.1 0.0 -0.603
O 6.1835 1.3272 0.2456 0.0 0.0 0.0 -0.327
C 5.6487 2.5212 -0.0010 0.0 0.0 0.0 0.816
O 4.5768 2.7197 -0.5143 -0.1 0.0 0.0 -0.537
O 6.4992 3.4575 0.4113 0.0 0.0 0.0 -0.336
C 6.0356 4.7965 0.2147 0.0 0.2 0.0 -0.381
H 5.9296 -0.6694 0.1095 0.0 0.0 0.0 0.227
H 4.4194 0.2335 0.3830 0.0 0.0 0.0 0.272
H 5.1851 0.2453 -1.2248 0.0 0.0 0.0 0.290
H 5.1203 4.9732 0.7765 0.0 0.0 0.0 0.291
H 5.8641 4.9923 -0.8419 0.0 0.0 0.0 0.074
H 6.8220 5.4476 0.5833 0.1 -0.1 0.0 0.219
C -2.9406 -5.9739 -0.8904 0.0 -0.1 -0.1 -0.561
O -3.0138 -6.8995 0.2011 0.0 0.0 0.0 -0.317
C -4.1594 -6.8615 0.8777 0.0 0.0 0.0 0.760
O -5.0928 -6.1375 0.6490 0.0 0.0 0.0 -0.543
O -4.0959 -7.7650 1.8571 0.0 0.0 0.0 -0.274
C -5.2671 -7.8320 2.6757 -0.1 -0.1 0.2 -0.632
H -1.9676 -6.1192 -1.3430 0.0 0.0 0.1 0.229
H -3.7234 -6.1815 -1.6177 -0.1 0.0 0.0 0.315
H -3.0376 -4.9522 -0.5297 -0.1 0.0 0.0 0.201
H -6.1414 -8.1067 2.0890 0.0 0.1 -0.1 0.325
H -5.4445 -6.8811 3.1741 0.0 0.0 -0.1 0.325
H -5.0707 -8.5971 3.4212 0.0 0.0 0.0 0.167
C -2.1292 -8.9861 5.0273 0.1 0.1 -0.2 -0.505
O -2.1791 -9.9221 6.1084 0.0 0.0 0.0 -0.321
C -3.3249 -9.9044 6.7857 0.0 0.0 0.0 0.806
O -4.2725 -9.1988 6.5502 0.0 0.0 0.0 -0.542
O -3.2480 -10.8028 7.7661 0.0 0.0 0.0 -0.325
C -4.4230 -10.8905 8.5776 0.0 -0.1 0.1 -0.627
H -1.1576 -9.1105 4.5598 0.0 -0.1 0.1 0.256
H -2.9137 -9.1968 4.3041 0.0 0.0 0.0 0.159
H -2.2302 -7.9668 5.3951 -0.1 0.0 0.0 0.284
H -5.2822 -11.1834 7.9775 0.0 0.0 0.0 0.296
H -4.6234 -9.9390 9.0660 0.0 0.0 0.0 0.293
H -4.2113 -11.6529 9.3210 0.0 0.0 0.0 0.216
C 5.3078 5.9085 -3.8353 0.0 -0.1 0.0 -0.681
O 6.1412 6.9956 -3.4216 0.0 0.0 0.0 -0.323
C 5.6155 8.2015 -3.6378 0.0 0.0 0.0 0.806
O 4.5419 8.4236 -4.1330 0.0 0.0 0.0 -0.541
O 6.4833 9.1174 -3.2100 0.0 0.0 0.0 -0.316
C 6.0447 10.4686 -3.3834 0.0 0.1 0.0 -0.630
H 5.8577 5.0021 -3.5995 0.1 0.0 0.0 0.187
H 4.3662 5.9181 -3.2893 0.0 0.0 0.0 0.300
H 5.1159 5.9572 -4.9051 0.0 0.0 0.0 0.376
H 5.1277 10.6482 -2.8258 0.0 0.0 0.0 0.295
H 5.8823 10.6861 -4.4371 0.0 0.0 0.0 0.296
H 6.8449 11.0904 -2.9942 0.0 0.0 0.0 0.216
```
Positions in Å, forces in eV/Å.

Summary:
* F_max: 0.740 eV Å⁻¹
* SMILES string: CCCCCCCOC(=O)N(CC)N=C=O.COC(=O)OC.COC(=O)OC.COC(=O)OC.COC(=O)OC
* Kohn-Sham gap: 10.119 eV
* energy above the lowest of the compared OMol25 structures with the same formula, charge and spin: 0.0 kcal/mol
* total charge: 0
* energy: -58256.0173 eV
* E_LUMO: 0.5 eV

---

C7H24N6O7 | wB97M-V/def2-TZVPD

Structure (XYZ):
```
44
Properties=species:S:1:pos:R:3:forces:R:3:nbo_charge:R:1
C 4.5865 -5.9653 -2.2448 1.6 0.2 1.1 0.754
O 4.7460 -4.8902 -1.6896 -1.1 0.4 0.0 -0.665
N 5.4828 -6.3896 -3.1278 1.8 0.2 -2.1 -0.830
N 3.7292 -6.9132 -1.9275 -3.3 -0.5 1.9 -0.840
H 5.8839 -5.5386 -3.4953 0.7 -0.5 -0.6 0.401
H 5.2293 -7.1344 -3.7611 0.2 0.4 -0.1 0.375
H 2.9986 -6.5409 -1.3378 -0.1 -0.7 0.1 0.404
H 3.6717 -7.8761 -2.2268 0.3 0.6 -0.2 0.402
C -5.0317 -2.5620 5.5406 -4.9 0.8 -2.2 0.741
O -6.2199 -2.2950 5.2991 0.7 0.1 1.0 -0.683
N -4.6409 -3.7474 5.9210 1.2 -3.6 1.6 -0.821
N -4.0362 -1.7806 5.2082 2.1 1.1 -0.1 -0.822
H -5.2913 -4.4863 6.1469 0.1 0.4 -0.2 0.415
H -3.6552 -3.9465 6.0146 -0.4 -0.3 0.2 0.371
H -3.1850 -2.2925 5.3911 0.7 1.7 -0.4 0.376
H -4.2007 -0.7922 5.0812 0.5 -0.4 0.0 0.422
C -0.1281 -0.8469 -0.6134 -1.7 -2.7 -0.9 0.754
O -0.6366 -1.8585 -1.1423 0.7 1.2 1.0 -0.681
N -0.7623 -0.0713 0.2536 -1.5 1.1 1.2 -0.847
N 1.1372 -0.5294 -0.7774 2.9 -0.4 -1.4 -0.841
H -1.6399 -0.4391 0.5920 0.0 0.7 -0.3 0.411
H -0.4798 0.8977 0.2923 -0.5 -0.2 0.5 0.391
H 1.6330 0.3067 -0.5029 -0.3 -0.4 0.2 0.397
H 1.6319 -1.3240 -1.1568 0.5 0.6 -0.3 0.415
C 2.6586 3.8944 2.5649 0.5 0.0 -0.5 -0.077
C 2.1555 4.3656 1.1698 -0.5 -0.4 1.2 -0.073
O 0.7397 4.5723 1.2218 0.1 0.1 0.0 -0.730
O 3.9431 3.3003 2.4128 0.2 0.0 -0.7 -0.738
H 2.0039 3.1685 3.0471 -0.4 0.2 -0.1 0.168
H 2.7333 4.8193 3.1367 -0.1 -0.1 0.5 0.153
H 2.2798 3.6116 0.3925 0.6 0.2 0.1 0.179
H 2.6866 5.3014 0.9957 0.0 -0.2 -0.7 0.170
H 0.5354 5.4949 1.3911 0.1 0.0 0.0 0.472
H 4.4512 3.2378 3.2249 -0.4 0.2 0.2 0.477
C -2.5976 3.0829 -3.4942 0.4 -1.5 -2.1 -0.106
C -2.3037 4.4281 -4.2176 -0.6 -1.7 2.7 -0.091
O -1.3538 4.1728 -5.2139 0.0 0.7 -0.1 -0.706
O -3.2256 2.1891 -4.4243 -1.0 -0.2 -0.4 -0.754
H -2.9730 3.0364 -2.4720 -0.6 0.6 -0.2 0.176
H -1.6400 2.5625 -3.4758 0.7 0.7 0.7 0.188
H -1.9180 4.8644 -3.2963 0.9 1.4 -0.6 0.167
H -3.1817 4.9979 -4.5218 0.0 -0.2 -0.2 0.174
H -1.8101 4.1950 -6.0582 0.1 -0.1 -0.1 0.477
H -4.0062 1.7202 -4.1203 0.0 0.3 0.4 0.475
```
Positions in Å, forces in eV/Å.

Summary:
* F_max: 5.390 eV Å⁻¹
* SMILES string: NC(N)=O.NC(N)=O.NC(N)=O.OCCO.OCCO
* Kohn-Sham gap: 9.875 eV
* energy above the lowest of the compared OMol25 structures with the same formula, charge and spin: 69.8 kcal/mol
* total charge: 0
* energy: -30920.4451 eV
* E_LUMO: 0.4 eV

---

C4H8N3OS | wB97M-V/def2-TZVPD

Structure (XYZ):
```
17
Properties=species:S:1:pos:R:3:forces:R:3:mulliken_spin:R:1
C 1.5207 -0.7063 -0.3658 0.7 0.2 -0.1 0.290
C 0.7315 0.3921 1.7470 -0.4 -0.6 -0.5 0.017
C 1.8879 -0.1903 0.9710 0.4 0.3 0.4 -0.013
C -0.7181 -0.5211 0.0173 2.6 -0.8 -0.7 0.458
N 0.3256 -0.8720 -0.7768 -1.4 -0.9 -0.2 -0.089
N -0.5308 0.2227 1.1182 -0.1 0.7 1.8 0.106
N -1.4294 1.0746 -1.5934 -1.4 0.8 -1.1 0.389
O 0.7894 0.9176 2.8113 0.2 0.4 0.4 0.036
S -2.1861 -1.3997 -0.1679 -1.1 0.3 -0.2 0.791
H 2.3122 -1.0020 -1.0426 0.1 0.1 0.0 0.016
H 2.3510 -0.9895 1.5654 -0.1 0.1 0.1 0.025
H 2.6792 0.5635 0.8833 -0.1 0.0 0.1 0.019
H -1.3234 0.5172 1.6823 0.3 0.1 0.0 -0.014
H -0.7094 1.1722 -2.3023 0.3 -0.5 0.2 -0.005
H -1.5717 1.9888 -1.1724 0.0 -0.1 0.4 -0.008
H -2.2933 0.8008 -2.0489 0.0 0.2 -0.2 -0.008
H -1.8355 -1.9686 -1.3257 0.2 -0.1 -0.3 -0.010
```
Positions in Å, forces in eV/Å.

Summary:
* F_max: 2.812 eV Å⁻¹
* 2S+1: 3
* Kohn-Sham gap (spin up / spin down): 7.339 / 4.982 eV
* energy above the lowest of the compared OMol25 structures with the same formula, charge and spin: 23.1 kcal/mol
* total charge: +1
* energy: -21620.0652 eV
* E_LUMO (spin up / spin down): -3.6 / -9.1 eV

---

Q: The lowest energy belongs to which entry?
A: C23H44N2O15